Entry 1:
{"formula": "C3H3F2NS", "method": "ωB97M-V/def2-TZVPD", "species": ["C", "C", "C", "H", "H", "H", "N", "F", "F", "S"], "positions_angstrom": [[-1.67914, 0.33796, 0.52215], [-0.38119, 0.51765, 0.35433], [1.68143, -0.40097, -0.62540], [0.11858, 1.43450, 0.57232], [-0.07606, -1.35898, -0.42923], [2.06985, -1.26092, -1.11506], [0.38732, -0.49938, -0.23377], [-2.49809, 1.19463, 1.07722], [-2.28340, -0.83049, 0.22520], [2.66070, 0.86599, -0.34777]], "atomic_forces_ev_per_a": [[0.25, -0.71, 0.13], [-0.05, -0.51, -0.50], [-0.51, 1.04, 0.91], [0.11, 0.35, 0.19], [-0.32, -0.45, -0.13], [-0.02, -0.85, -0.37], [0.50, 0.06, -0.26], [-0.24, -0.01, -0.06], [0.14, 0.81, 0.16], [0.15, 0.28, -0.07]], "nbo_charge": [0.712, -0.203, -0.081, 0.259, 0.409, 0.199, -0.558, -0.284, -0.321, -0.132], "smiles": "FC(F)=CNC=S", "homo_lumo_gap_ha": 0.335, "e_homo_ev": -8.7624, "total_charge": 0, "relative_energy_ev": 0.133, "energy_ha": -768.75555}


Entry 2:
{"formula": "C20H22N2O5S", "method": "ωB97M-V/def2-TZVPD", "species": ["O", "O", "O", "O", "O", "S", "C", "C", "C", "C", "C", "C", "C", "C", "C", "C", "C", "C", "C", "C", "C", "C", "N", "N", "C", "C", "C", "C", "H", "H", "H", "H", "H", "H", "H", "H", "H", "H", "H", "H", "H", "H", "H", "H", "H", "H", "H", "H", "H", "H"], "positions_angstrom": [[3.68219, 0.40190, -2.62099], [6.63989, -0.01297, -0.99847], [-3.32125, -0.18899, -3.16990], [-3.68070, 0.46746, 1.90268], [5.62038, 1.58631, -2.90139], [6.41809, -2.34142, 0.90628], [4.82240, 0.67454, -2.25924], [5.40695, 0.00832, -1.05213], [-3.29733, -0.02395, -1.96071], [-4.01061, -0.39308, 1.09878], [0.55339, 2.57294, -0.52020], [3.06735, -0.78034, 2.49365], [2.67474, 0.18502, 1.57407], [-0.09641, 2.53535, 0.72601], [0.55053, 1.43695, -1.34775], [4.22245, -1.52409, 2.25520], [3.43092, 0.40873, 0.42464], [-0.75273, 1.36322, 1.14237], [-0.09940, 0.26355, -0.92845], [4.99716, -1.31187, 1.10573], [4.60824, -0.32447, 0.16326], [-0.76523, 0.22574, 0.31261], [-5.31830, -0.60358, 0.90411], [-3.06779, -1.07947, -1.17531], [-3.57085, 1.35849, -1.40210], [-5.95516, -1.58058, 0.01971], [-1.49119, -1.03424, 0.74945], [-2.95926, -1.19573, 0.29182], [6.49681, 1.54523, -2.47948], [6.38551, -2.90429, 2.13029], [1.05281, 3.47516, -0.84503], [2.47475, -0.95196, 3.38793], [1.78029, 0.77138, 1.75287], [-0.10387, 3.41167, 1.35873], [1.05039, 1.46200, -2.30778], [4.51625, -2.28068, 2.97485], [3.08371, 1.18284, -0.25465], [-1.26481, 1.34488, 2.09433], [-0.09630, -0.60483, -1.57193], [-5.91962, -0.00825, 1.45417], [-2.89283, -1.92008, -1.70132], [-2.85964, 1.60364, -0.61966], [-3.46648, 2.08461, -2.20669], [-4.58428, 1.39984, -1.01156], [-7.03206, -1.58790, 0.19996], [-5.78312, -1.31397, -1.02550], [-5.56210, -2.58082, 0.21117], [-0.92867, -1.88732, 0.36688], [-1.45206, -1.10254, 1.83762], [-3.20319, -2.23234, 0.52113]], "atomic_forces_ev_per_a": [[2.24, 0.80, 0.36], [-1.18, -0.43, -0.43], [0.06, -0.16, -0.28], [0.55, -0.29, 0.07], [-0.87, -1.29, 0.87], [0.37, 0.14, -0.25], [-2.50, 0.37, -1.73], [2.63, 0.72, 1.96], [-0.39, 1.46, -1.34], [0.85, 1.25, 0.09], [-0.41, -0.71, 0.20], [0.40, -0.07, -0.37], [0.19, 0.15, -0.13], [-0.04, -0.78, -0.54], [-0.39, 0.00, 0.68], [-0.44, 0.45, -0.12], [0.01, -0.25, 0.24], [0.46, 0.27, -0.79], [-0.05, 0.91, 0.56], [-0.09, 0.00, 0.33], [-0.93, -0.39, -0.10], [0.01, 0.30, -0.13], [-1.04, -0.88, -0.64], [-0.13, -0.97, 1.86], [0.36, -0.33, 0.17], [0.31, 0.27, -0.02], [0.08, 0.52, 0.31], [0.07, -0.07, -0.46], [-0.05, -0.09, 0.01], [-0.21, 0.12, -0.25], [0.01, 0.04, -0.02], [0.13, -0.03, -0.11], [0.12, -0.03, -0.12], [0.02, 0.02, 0.05], [0.02, -0.03, 0.04], [0.03, 0.05, -0.13], [0.20, -0.25, -0.03], [-0.07, -0.07, -0.02], [0.00, -0.09, -0.02], [0.21, -0.01, 0.01], [-0.02, -0.06, -0.06], [-0.08, 0.10, 0.27], [-0.05, -0.23, -0.03], [-0.09, 0.06, 0.16], [0.21, 0.02, 0.08], [-0.06, -0.17, 0.02], [-0.08, 0.00, -0.09], [-0.14, -0.10, -0.10], [-0.11, -0.01, 0.04], [-0.11, -0.24, -0.10]], "nbo_charge": [-0.532, -0.517, -0.633, -0.630, -0.649, 0.077, 0.691, 0.454, 0.681, 0.668, -0.250, -0.163, -0.255, -0.166, -0.200, -0.242, -0.077, -0.243, -0.220, -0.101, -0.214, -0.021, -0.608, -0.625, -0.723, -0.418, -0.418, -0.125, 0.507, 0.122, 0.216, 0.220, 0.234, 0.207, 0.232, 0.214, 0.226, 0.236, 0.219, 0.411, 0.410, 0.241, 0.249, 0.229, 0.217, 0.210, 0.196, 0.215, 0.230, 0.219], "smiles": "CNC(=O)[C@H](Cc1ccccc1)NC(C)=O.O=C(O)C(=O)c1ccccc1S", "homo_lumo_gap_ha": 0.289, "e_homo_ev": -8.6182, "total_charge": 0, "relative_energy_ev": 0.742, "energy_ha": -1659.25165}


Entry 3:
{"formula": "C19H18O6", "method": "ωB97M-V/def2-TZVPD", "species": ["C", "H", "H", "H", "O", "C", "O", "C", "C", "C", "C", "O", "C", "O", "C", "C", "C", "C", "C", "C", "C", "H", "H", "H", "O", "C", "O", "C", "C", "C", "H", "H", "H", "C", "H", "H", "H", "H", "H", "H", "H", "H", "H"], "positions_angstrom": [[-3.60491, -3.49246, -1.39196], [-2.94810, -3.64998, -2.40319], [-4.55580, -3.62453, -1.64982], [-3.21273, -4.17181, -0.71342], [-3.45722, -2.30536, -1.27889], [-4.13862, -1.82274, 0.05402], [-4.83037, -2.58750, 0.87655], [-3.87158, -0.29629, 0.15989], [-4.34210, 0.47251, 1.24201], [-3.72877, 1.69136, 1.11710], [-3.11189, 1.87033, -0.02353], [-3.20802, 0.53210, -0.65550], [-2.25824, 2.53670, -0.90003], [-1.12752, 2.29463, -1.41004], [-0.16570, 1.60939, -0.84436], [-0.16612, 1.58550, 0.80254], [0.99687, 0.85468, 1.37517], [1.95810, 0.35251, 0.69024], [2.02397, 0.52896, -0.85792], [0.82602, 1.06860, -1.35038], [0.72998, 1.02320, -3.05242], [0.73571, 2.14325, -3.17876], [1.57011, 0.54403, -3.33014], [-0.25037, 0.68456, -3.10537], [2.88090, 0.01873, -1.79483], [4.05426, -0.74629, -1.02397], [4.78279, -1.43633, -1.78180], [4.12280, -0.63842, 0.41036], [3.05280, -0.27175, 1.33759], [3.25183, -0.29087, 2.79235], [2.36020, -0.64839, 3.08845], [4.08062, -0.78730, 2.93337], [3.26348, 0.80727, 3.12553], [5.28794, -1.61736, 0.94175], [5.01067, -2.41039, 1.58816], [5.96298, -0.60586, 1.59122], [5.92314, -1.83523, -0.05339], [0.98143, 1.04406, 2.66634], [-0.89135, 2.12110, 1.28184], [-2.13283, 3.66310, -0.00517], [-2.81647, 3.05433, -1.43456], [-4.04023, 2.67148, 1.98717], [-4.99769, 0.06651, 2.17778]], "atomic_forces_ev_per_a": [[3.00, -10.02, -6.44], [-1.46, -0.84, 1.76], [-4.30, -2.34, -0.96], [0.61, -1.22, 1.87], [0.04, 14.54, 7.61], [-1.47, -1.81, 0.68], [4.58, 4.67, -5.40], [-2.03, -0.26, 2.36], [-1.30, -4.28, 1.59], [-2.58, 6.39, 5.46], [0.58, -6.83, -1.64], [0.20, -0.67, -0.02], [1.02, 5.20, 8.88], [3.21, -1.84, -4.25], [-4.70, 2.49, 12.77], [4.88, -3.14, -5.05], [-9.17, 6.44, 5.34], [5.31, -2.00, -6.12], [-2.46, -0.79, 2.95], [7.02, -3.55, -9.04], [-1.07, 4.59, 5.36], [0.15, -1.25, -0.89], [2.09, -1.74, -1.72], [-1.38, -1.12, -1.29], [1.76, -0.80, 4.65], [0.60, -1.72, -4.07], [-2.91, 3.10, 2.61], [-1.38, -2.65, 2.92], [4.09, 0.45, -4.90], [-1.99, 5.03, -2.50], [-2.69, -1.80, 2.24], [4.04, -2.58, 1.80], [0.36, -1.53, -0.26], [2.70, 6.49, -1.95], [-0.19, -0.62, 0.40], [-1.46, -3.72, -1.55], [-1.34, -0.04, 2.91], [0.39, -1.14, -4.08], [-1.50, 0.97, 1.62], [-0.02, -2.29, -1.82], [-4.58, 4.33, -6.14], [1.47, -3.24, -2.98], [1.87, 1.14, -2.71]], "nbo_charge": [-0.191, 0.151, 0.158, 0.165, -0.487, 0.728, -0.550, 0.172, -0.265, -0.243, 0.214, -0.429, 0.023, -0.438, 0.336, -0.275, -0.199, -0.148, 0.399, -0.143, -0.594, 0.210, 0.231, 0.216, -0.483, 0.749, -0.565, -0.233, 0.180, -0.650, 0.233, 0.228, 0.239, -0.621, 0.216, 0.185, 0.281, 0.222, 0.205, 0.065, 0.202, 0.240, 0.266], "homo_lumo_gap_ha": 0.269, "e_homo_ev": -7.9809, "total_charge": 0, "relative_energy_ev": 15.719, "energy_ha": -1185.65968}


Entry 4:
{"formula": "C5H8O", "method": "ωB97M-V/def2-TZVPD", "species": ["O", "C", "C", "C", "C", "C", "H", "H", "H", "H", "H", "H", "H", "H"], "positions_angstrom": [[-0.93990, 1.90484, -0.10004], [-0.74504, 0.68260, 0.57126], [-1.04443, -0.61284, -0.22812], [0.40352, -1.05320, -0.14497], [1.36450, 0.00014, -0.50426], [0.69107, 0.18023, 0.81236], [-0.40407, 1.92456, -0.90310], [-1.31168, 0.79838, 1.49717], [-1.41062, -0.49054, -1.24539], [-1.72003, -1.25658, 0.34400], [0.75954, -2.06811, 0.03420], [1.04340, 0.62260, -1.33512], [2.42610, -0.21024, -0.49859], [0.88166, -0.51054, 1.60972]], "atomic_forces_ev_per_a": [[0.33, 0.06, -0.02], [-0.20, -0.39, 0.17], [-0.34, -0.04, -0.43], [-0.17, -0.32, -0.58], [0.16, -0.08, -0.35], [-0.41, -0.91, -0.26], [-0.08, -0.02, 0.16], [0.03, -0.23, -0.14], [-0.42, 0.10, -0.11], [0.13, 0.01, -0.23], [-0.25, 0.34, 0.20], [0.29, 0.34, 0.22], [-0.11, -0.18, -0.08], [1.05, 1.30, 1.46]], "nbo_charge": [-0.700, 0.095, -0.430, -0.213, -0.422, -0.296, 0.460, 0.190, 0.198, 0.219, 0.211, 0.200, 0.238, 0.248], "smiles": "O[C@H]1C[C@H]2C[C@H]21", "homo_lumo_gap_ha": 0.359, "e_homo_ev": -8.7080, "total_charge": 0, "relative_energy_ev": 2.984, "energy_ha": -270.44823}